{"formula": "C4H15NO3", "method": "ωB97M-V with the def2-TZVPD basis set", "species": ["C", "C", "C", "N", "C", "H", "H", "H", "H", "H", "H", "H", "H", "H", "H", "H", "O", "H", "H", "O", "H", "H", "O"], "positions_angstrom": [[-1.62741, -2.49825, -1.29542], [-1.55155, -1.46927, -0.19153], [-2.26709, -0.34425, -0.21640], [-3.45328, -0.10597, -0.90568], [-0.43625, -1.55779, 0.84300], [-2.25059, -3.38635, -1.13869], [-2.01816, -2.02400, -2.19616], [-0.58701, -2.78114, -1.47000], [-1.92380, 0.41978, 0.47344], [-3.75810, 0.83190, -1.01427], [-3.67441, -0.81386, -1.58511], [0.03047, -0.59011, 1.04045], [-1.03188, -1.72274, 1.75504], [0.36324, -2.28511, 0.76672], [6.87040, 1.16022, 0.61267], [5.48192, 0.82432, 0.93614], [6.00334, 1.22650, 0.21098], [1.69883, 2.30604, 1.77242], [0.79667, 1.11107, 2.35177], [1.68255, 1.38074, 2.07940], [0.71211, 2.44970, -0.97666], [-0.69479, 1.62803, -1.32504], [-0.21112, 2.27965, -0.76290]], "forces_ev_per_angstrom": [[0.0, 0.3, 0.3], [0.8, 0.0, -0.9], [0.0, 0.0, 0.6], [0.6, -1.0, 0.5], [-1.4, 0.7, 1.0], [0.2, 0.0, 0.3], [0.1, 0.0, -0.2], [-0.2, -0.4, -0.3], [-0.4, 0.2, -0.1], [-0.1, 0.4, -0.4], [-0.3, 0.5, -0.2], [0.1, 0.1, -0.4], [0.8, -0.5, 0.3], [-0.2, -0.3, -0.4], [0.6, 0.2, -0.2], [-0.3, 0.4, -0.8], [-0.3, -0.5, 0.9], [-0.6, -0.5, 0.1], [-0.1, 0.6, -0.3], [0.7, -0.1, 0.2], [0.1, -0.6, -0.6], [1.3, 0.5, 0.1], [-1.4, 0.0, 0.6]], "gap_ha": [0.0866, 0.2869], "spin_multiplicity": 2, "de_lowest_kj_mol": 142.54, "total_charge": -1, "e_lumo_ev": [3.3, 3.3], "s2": 0.750}